# 1
14
Properties=species:S:1:pos:R:3:forces:R:3 method="wB97M-V/def2-TZVPD" homo_energy_ev="-17.734 / -17.733" total_energy_ha=-515.77041 e_lumo_ev="-11.50 / -11.50" charge=+2 orbital_gap_ha="0.229 / 0.229" relative_energy_kcal_mol=0.0
O 0.203128 1.490996 -0.301165 -1.6643 4.2933 -1.1997
C -0.946502 1.321305 0.459682 -2.0701 -0.4329 1.5545
C -1.255216 -0.151370 0.637768 -1.5100 -1.0035 -0.6757
O -2.628455 -0.493534 0.534636 -0.7266 0.9885 -0.1404
C -2.055174 -0.841920 -0.650476 1.2244 -0.1801 0.8601
Tl 1.539385 0.277807 -0.330680 -0.1437 -1.7444 0.2941
H -1.815196 1.810650 -0.027774 0.7327 -0.2212 -0.2396
H -0.844975 1.777431 1.464432 0.3086 -0.0729 -0.5234
H -0.945020 -0.586764 1.596697 0.6358 -0.3110 -0.5596
H 3.290192 -1.507670 0.462824 -0.0885 -0.6182 0.5081
H -2.164490 -1.902345 -0.892227 0.7277 0.0914 0.2366
H -2.062196 -0.175770 -1.518296 -0.3209 0.2502 0.3802
O 3.172362 -0.752073 -0.125391 2.2441 -1.2233 -0.0334
H 3.998399 -0.623015 -0.606986 0.6507 0.1840 -0.4618



# 2
16
Properties=species:S:1:pos:R:3:forces:R:3 method="wB97M-V/def2-TZVPD" homo_energy_ev=-10.523 total_energy_ha=-1158.97431 e_lumo_ev=0.59 orbital_gap_ha=0.408 smiles="C[P@]1(=O)CCOS1(=O)=O" relative_energy_kcal_mol=18.3
C -0.744430 -1.501673 -1.279255 0.2399 -1.5051 0.5236
P -0.101023 -1.078012 0.396537 -1.9676 3.3032 -2.3441
O 0.103719 -2.087786 1.373191 0.6202 -2.5854 2.3467
C -0.931273 0.506427 1.041929 4.5047 0.2936 0.9861
C 0.028587 1.782186 0.673066 0.0737 -3.3804 0.4657
O 1.425924 1.426043 0.749086 0.6609 -2.8274 -1.7289
S 1.650432 0.067223 -0.269681 0.4802 0.6348 1.1026
O 1.297130 0.455668 -1.598395 0.0324 0.8019 -0.5199
O 2.923561 -0.546623 -0.050498 -0.3945 0.5567 0.4886
H -0.368032 -2.486390 -1.705726 -0.0581 1.4122 0.7278
H -1.810808 -1.509916 -1.410166 -0.7126 -0.2218 0.7517
H -0.461063 -0.656931 -1.839332 0.7087 0.6714 -1.1397
H -1.026153 0.400843 2.115894 0.6195 -0.3512 0.3996
H -1.890431 0.692497 0.796100 -3.1712 0.4836 -1.7467
H -0.232727 1.955384 -0.328917 -0.1633 1.2201 -1.2760
H 0.136594 2.581054 1.336160 -1.4729 1.4937 0.9628



# 3
12
Properties=species:S:1:pos:R:3:forces:R:3 method="wB97M-V/def2-TZVPD" homo_energy_ev=-2.343 total_energy_ha=-591.90300 e_lumo_ev=3.89 charge=-1 orbital_gap_ha=0.229 relative_energy_kcal_mol=41.0
C 2.265507 0.424258 0.368445 -1.6149 -1.3451 1.3664
S 2.307580 -1.304150 1.080317 -0.3340 0.0566 0.0087
H 3.132602 0.881825 0.816817 0.1936 0.7369 -0.7352
H 2.197139 0.211691 -0.682817 0.8977 0.6842 -0.7953
H 1.303145 0.927439 0.638289 1.0615 -0.0818 0.1751
C -2.605609 -0.153966 -0.085782 0.1250 -1.8813 0.0923
C -1.317381 -0.348327 -0.387732 0.1502 1.5215 1.0204
O -0.535374 0.668032 -0.841606 -0.1876 -0.1882 -0.9886
H -2.942310 -1.006505 0.485275 -0.5574 -0.1553 -0.0275
H -3.387442 0.527959 -0.362593 0.5061 0.7437 -0.1683
H -0.792251 -1.222165 0.003802 0.0801 0.1599 -0.2778
H 0.374392 0.393909 -1.032410 -0.3203 -0.2510 0.3298



# 4
12
Properties=species:S:1:pos:R:3:forces:R:3 method="wB97M-V/def2-TZVPD" homo_energy_ev=-2.521 total_energy_ha=-591.91915 e_lumo_ev=4.03 charge=-1 orbital_gap_ha=0.241 relative_energy_kcal_mol=30.8
O -3.202996 0.452419 -0.635484 -0.0284 0.5667 0.2939
C -2.232640 0.203937 0.042801 -0.3648 -1.0234 -0.3064
H -1.992417 0.629989 1.031885 -0.1433 0.3897 -0.1331
H -1.542071 -0.600036 -0.240861 0.2616 0.1280 -0.0140
C 2.638795 0.239069 -0.773981 -1.0070 0.3158 0.8284
C 1.092190 0.104060 -0.525308 1.3080 0.0443 0.5864
S 0.684360 -0.647367 1.075524 0.2099 -0.2968 0.3875
H 2.905427 -0.248492 -1.708472 0.4446 0.0685 0.0077
H 3.127469 -0.161936 0.108960 0.3111 -0.4899 -0.2364
H 2.889676 1.303300 -0.748085 0.2012 -0.0121 -0.5208
H 0.708678 -0.520555 -1.330696 -0.5126 0.4726 -0.1948
H 0.752898 1.138890 -0.470140 -0.6802 -0.1634 -0.6983



# 5
13
Properties=species:S:1:pos:R:3:forces:R:3 method="wB97M-V/def2-TZVPD" homo_energy_ev=-2.581 total_energy_ha=-990.10389 e_lumo_ev=2.91 charge=-1 orbital_gap_ha=0.202 smiles=[O-]CCCSS relative_energy_kcal_mol=16.4
O 1.631389 -1.557041 -1.017239 -0.0585 -0.0911 0.0006
C 1.853641 -0.730852 0.008941 -0.4370 -0.0777 -0.3687
C 0.900590 0.527314 -0.048026 0.2070 -0.6786 0.5425
C -0.499163 0.007402 0.255670 0.3682 0.3621 -0.5681
S -1.751578 1.308817 0.025597 -0.1044 -0.1337 -0.2215
S -3.348585 0.083138 -0.589609 0.0114 0.1638 -0.0035
H 1.658378 -1.208447 1.011989 0.1832 0.1603 0.1352
H 2.890752 -0.324208 0.052141 0.1580 0.1259 0.1414
H 1.208966 1.271963 0.694513 0.0124 0.2341 -0.1240
H 0.981169 0.877403 -1.074231 -0.0963 0.3301 0.0057
H -0.659569 -0.786111 -0.485111 -0.1078 -0.0425 0.3476
H -0.534330 -0.334600 1.285069 -0.1766 -0.3081 -0.0011
H -4.331660 0.865221 -0.119705 0.0404 -0.0446 0.1139



# 6
11
Properties=species:S:1:pos:R:3:forces:R:3 method="wB97M-V/def2-TZVPD" homo_energy_ev="-7.318 / -10.046" total_energy_ha=-459.61587 e_lumo_ev="1.14 / -1.03" orbital_gap_ha="0.311 / 0.331" s_squared=2.02 multiplicity=3 relative_energy_kcal_mol=0.0
C 0.487708 -1.636169 -1.018365 0.1480 -1.9019 -0.5874
C -0.631837 -1.017541 -0.868185 -2.3346 -1.1731 -0.9262
C -0.297057 1.508505 0.135396 -3.6979 2.7295 2.1231
P 0.370959 1.722920 1.794572 0.2721 -0.6842 -0.9175
H 0.430623 -2.723028 -1.377087 0.3911 1.4506 0.4864
H 1.437687 -1.189740 -0.834673 0.7183 0.0936 0.1374
H -1.653196 -1.414921 -1.134448 0.9639 0.8085 0.5688
H 0.410226 1.278958 -0.540267 2.2238 -0.8829 -2.3962
H -1.249671 1.982732 -0.293605 1.4945 -0.8134 0.9559
H 1.154777 0.561331 1.542386 0.4549 0.3476 0.4259
H -0.460220 0.926952 2.594276 -0.6339 0.0257 0.1299